# 1
17
Properties=species:S:1:pos:R:3:forces:R:3:mulliken_charge:R:1 method="wB97M-V/def2-TZVPD" homo_lumo_gap_ev=7.8 energy_ha=-646.655330 lumo_ev=0.080 e_above_lowest_kj_mol=259.8 max_force_ev_per_a=4.9
C -0.0681 0.5085 0.4810 0.4 -0.2 0.3 0.475
C -0.4721 0.8384 -0.7643 0.3 -4.3 -1.4 0.078
C -0.1045 1.2324 1.7700 0.6 2.3 1.3 -1.174
C -1.3280 1.8270 -1.3934 -0.7 0.2 -0.5 -1.163
C 1.3315 -2.6973 -0.0928 2.1 0.0 -1.3 -0.802
N 0.5012 -0.6830 0.7371 0.9 -1.4 -1.0 -0.602
N 0.5640 -1.4661 -0.3102 0.7 -0.6 0.2 0.539
P -0.0870 -1.2374 -1.8339 -0.6 4.4 2.1 -0.187
H -0.1105 2.3168 1.6760 -0.2 0.2 -0.4 0.346
H 0.7406 1.0946 2.4928 -0.4 -0.6 -1.1 0.320
H -0.9706 1.0033 2.3468 -0.9 -0.4 0.3 0.262
H -2.2784 1.3786 -1.7239 0.4 0.2 0.0 0.265
H -0.8379 2.2707 -2.2277 0.4 0.0 -1.1 0.322
H -1.5719 2.7040 -0.8368 -0.2 0.5 1.2 0.391
H 1.6152 -2.7935 0.9455 -0.4 -0.2 0.1 0.361
H 0.7802 -3.4814 -0.5358 -1.0 -1.2 0.3 0.300
H 2.2964 -2.8158 -0.7304 -1.3 1.1 1.1 0.269

# 2
36
Properties=species:S:1:pos:R:3:forces:R:3:mulliken_charge:R:1 method="wB97M-V/def2-TZVPD" homo_lumo_gap_ev=10.2 energy_ha=-917.162257 smiles=O.O.O.O.O.O.O.O.O.O.O.O lumo_ev=-0.155 e_above_lowest_kj_mol=428.2 max_force_ev_per_a=2.0
H -1.2627 0.2011 -0.1354 0.2 0.4 0.5 0.268
H -0.0220 0.2279 0.7421 -0.1 0.1 0.1 0.301
H 3.2089 -2.5397 1.0014 0.3 0.1 0.0 0.307
H 3.5231 -3.1200 -0.3678 -0.1 -0.3 0.0 0.274
H 2.1153 -1.1648 -1.0875 0.5 0.0 0.1 0.329
H 3.0499 -1.7971 -2.1057 -0.1 0.3 0.1 0.245
H 4.0529 1.9256 -1.1175 -0.1 0.0 0.0 0.315
H 2.5730 2.1697 -1.3637 0.0 -0.1 0.1 0.289
H -1.8692 -4.1308 -1.1363 -0.1 -0.1 0.0 0.308
H -2.3350 -3.9498 0.2990 -0.1 0.1 0.0 0.331
H -2.2357 4.2689 1.3514 0.1 -0.1 -0.1 0.308
H -1.7618 3.6751 2.6678 0.0 0.0 -0.1 0.294
H 0.1471 0.9889 -3.7797 0.0 -0.1 -0.1 0.287
H 0.2735 -0.1067 -2.7339 0.3 -0.1 -0.1 0.280
H -2.0099 -1.5053 -0.2148 -0.3 -0.6 0.0 0.364
H -2.9996 -0.9498 0.7960 0.5 0.1 0.3 0.212
H 1.0138 0.9383 4.9220 0.0 -0.1 -0.1 0.303
H -0.0632 1.0878 3.8601 0.1 -0.1 -0.2 0.308
H 4.0459 -0.3650 2.2017 0.1 0.2 0.0 0.311
H 4.5910 -0.0245 0.8244 -0.2 -0.1 0.0 0.300
H -2.4701 3.3335 -3.3093 -0.1 0.1 0.1 0.311
H -1.3566 3.3870 -2.2762 -0.1 0.1 0.2 0.312
H -4.5208 -1.3082 0.4452 -0.5 -0.3 -0.2 0.303
H -6.0305 -1.1594 0.3518 0.0 -0.1 0.0 0.319
O -0.8262 0.7223 0.5479 0.9 1.2 -0.6 -0.578
O 3.5931 -2.3089 0.1481 -0.7 -1.6 -0.9 -0.550
O 2.5859 -0.9760 -1.9071 -0.5 0.1 -0.5 -0.564
O 3.2328 2.1459 -0.6614 0.1 0.1 0.0 -0.601
O -2.6490 -3.9176 -0.6116 0.3 0.0 -0.1 -0.642
O -1.5027 3.7829 1.7457 -0.2 0.1 0.2 -0.590
O 0.4272 0.0735 -3.6682 -0.3 0.3 0.0 -0.576
O -2.1012 -1.2905 0.7203 -0.8 -1.1 -0.1 -0.615
O 0.7278 0.5804 4.0741 0.0 0.1 0.2 -0.609
O 4.4919 -0.7573 1.4426 0.5 1.3 1.3 -0.647
O -2.2927 3.5831 -2.3954 0.1 -0.1 -0.2 -0.622
O -5.3442 -1.7206 0.7299 0.0 0.2 0.0 -0.586

# 3
44
Properties=species:S:1:pos:R:3:forces:R:3:mulliken_charge:R:1 method="wB97M-V/def2-TZVPD" homo_lumo_gap_ev=7.9 energy_ha=-1743.731725 lumo_ev=-1.014 max_force_ev_per_a=7.1
C 6.7486 2.7845 1.4115 -0.6 0.6 1.5 -1.047
C 5.3600 3.7126 1.3579 1.4 0.9 -3.4 0.529
N 5.2005 4.5061 0.2485 0.3 -3.0 4.4 -0.569
C 4.3550 3.6178 2.6497 0.8 -0.8 -0.9 -0.658
C 2.7709 3.4040 2.2853 -0.1 2.6 3.1 0.222
O 2.3603 1.9623 2.2873 -1.7 2.9 -2.9 -0.340
S 1.2488 1.9318 0.9543 -0.2 -5.6 -1.2 1.062
O 2.1887 1.4156 -0.1971 -4.2 2.9 4.2 -0.519
O 0.0228 1.0178 1.3331 5.2 4.6 -1.2 -0.535
O 0.7628 3.5821 0.8526 2.0 -2.2 1.2 -0.261
C 2.0688 4.2793 1.0901 1.3 -1.3 -2.4 -0.427
I 1.9551 6.4879 1.3128 -0.2 -1.8 0.3 0.103
H 7.0044 2.2874 0.3817 -0.6 1.2 2.0 0.363
H 7.5920 3.5414 1.7874 -1.7 -1.8 -1.0 0.274
H 6.6514 1.9507 2.2546 0.2 1.7 -2.0 0.267
H 5.9975 4.3662 -0.4252 -0.9 -0.1 1.1 0.238
H 4.6877 2.6489 3.2616 -0.8 2.2 -1.4 0.259
H 4.5524 4.5370 3.3630 -0.8 -1.7 -1.7 0.357
H 2.2439 3.8548 3.2548 0.9 -1.1 -2.0 0.256
H 2.5462 4.2022 0.0127 -0.3 0.1 2.6 0.425
C -1.9528 -1.8038 -3.2824 0.0 -0.2 -0.2 -1.314
C -2.9756 -1.0164 -2.5126 -0.8 0.6 0.1 0.753
O -4.1826 -1.1949 -2.6599 0.5 0.2 -0.3 -0.665
N -2.5331 -0.0784 -1.6272 -0.4 -0.6 -0.6 -0.095
C -1.1712 0.2798 -1.3119 -0.2 0.1 0.4 -0.793
H -2.4604 -2.5100 -3.9457 0.0 0.2 0.2 0.308
H -1.3454 -1.1314 -3.8938 0.1 -0.1 0.1 0.417
H -1.3206 -2.3703 -2.5936 0.1 0.1 -0.1 0.387
H -3.2825 0.4082 -1.1494 0.2 -0.1 -0.1 0.223
H -1.0166 0.1138 -0.2427 0.2 0.1 -0.4 0.283
H -1.0411 1.3424 -1.5320 0.3 0.0 0.0 0.237
H -0.4447 -0.3018 -1.8799 -0.2 0.1 0.0 0.302
C -4.7488 -5.6356 1.0173 -0.1 -0.1 0.3 -1.147
C -3.9418 -5.8170 -0.2375 0.6 -0.5 -0.7 0.706
O -3.3399 -6.8604 -0.4810 -0.3 0.4 0.2 -0.666
N -3.8863 -4.7811 -1.1226 0.0 -0.7 0.6 -0.117
C -4.5157 -3.4864 -1.0227 0.2 0.0 -0.3 -0.606
H -4.6955 -6.5469 1.6196 0.1 0.2 -0.3 0.293
H -4.3443 -4.8083 1.6062 -0.2 0.0 0.0 0.330
H -5.7960 -5.4492 0.7650 0.1 0.2 0.1 0.321
H -3.3235 -4.9816 -1.9410 -0.2 0.0 0.2 0.204
H -5.1713 -3.3612 -1.8882 0.0 0.4 0.2 0.288
H -3.7317 -2.7255 -1.0541 -0.5 -0.1 0.2 0.050
H -5.0961 -3.3742 -0.1066 0.1 -0.2 -0.1 0.301